DFT (ωB97M-V with the def2-TZVPD basis set) results for C8H5Cl2NO3RuV as an isolated structure at a distorted geometry.

Cartesian coordinates (Å):
V (-1.98518, -2.37167, -1.08652)
Ru (-0.25072, -1.32299, 0.52685)
Cl (-2.81605, -2.19328, -3.08009)
Cl (-0.18240, -3.61237, -0.09636)
C (-0.54113, -1.27812, 2.32762)
C (-1.92991, -0.60109, 0.23188)
C (-3.05649, -3.09597, 0.23501)
O (-0.77356, -1.26174, 3.47450)
O (-2.89883, 0.09900, 0.32007)
O (-3.74657, -3.59752, 1.03816)
C (2.30219, 2.72614, -0.62505)
C (2.87989, 1.46235, -0.64615)
C (2.10832, 0.33884, -0.31861)
N (0.80115, 0.45111, 0.04771)
C (0.21724, 1.67305, 0.00602)
C (0.94934, 2.82093, -0.31060)
H (2.87791, 3.62500, -0.84972)
H (3.93029, 1.33020, -0.88624)
H (2.53005, -0.67409, -0.29742)
H (-0.84235, 1.70698, 0.27632)
H (0.42680, 3.77525, -0.28738)

Atomic forces in eV per Å
2.845 -0.528 -0.888
3.543 -0.766 -2.011
-1.715 0.297 -3.683
0.057 1.316 0.300
-0.797 -0.017 9.439
-7.228 4.386 -0.581
-6.838 -4.554 7.202
1.002 -0.074 -5.824
4.913 -3.129 -0.107
3.778 2.711 -4.251
-0.036 0.322 -0.062
0.864 1.320 -0.374
-1.179 -1.237 0.866
-0.065 -0.412 0.028
-0.586 -1.677 0.624
0.795 1.469 -0.377
0.002 -0.148 0.013
0.103 -0.059 -0.065
0.113 0.373 -0.076
0.337 0.330 -0.137
0.091 0.075 -0.037

## Properties
⟨S²⟩   15.818
HOMO-LUMO gap (spin up / spin down)   6.5 / 6.3 eV
Net charge   +4
E   -69266.9537 eV
2S+1   8
LUMO energy (spin up / spin down)   -18.18 / -20.18 eV